Below is C34H39N2O6PRuS2Se2 as an isolated structure, with properties calculated with wB97M-V/def2-TZVPD.

Each line ends with the Mulliken charge.
Element x y z (Å)
Ru1 0.4019 -1.2139 -1.1740  0.30
O1 1.5702 -2.1132 0.3603  1.12
C1 2.4319 -3.2542 0.2906  -1.88
C2 3.1355 -3.3293 -1.0606  2.52
C3 4.3746 -4.2209 -0.8666  -1.41
O2 4.1008 -5.5349 -0.3858  -0.56
C4 3.6800 -1.9417 -1.4447  -1.30
Se1 2.4570 -0.7065 -2.3591  -0.36
C5 2.2547 -3.9563 -2.1478  -1.69
Se2 0.3522 -3.4831 -2.1003  -0.39
H1 1.1749 -2.0408 1.2353  -0.16
H2 1.8449 -4.1610 0.4655  0.32
H3 3.1806 -3.1345 1.0852  0.54
H4 5.0875 -3.7151 -0.2019  0.46
H5 4.8578 -4.3525 -1.8349  0.47
H6 3.8009 -5.4775 0.5259  0.34
H7 4.5254 -2.0708 -2.1246  0.57
H8 4.0629 -1.4592 -0.5416  -0.08
H9 2.2889 -5.0408 -2.0472  0.60
H10 2.6627 -3.6829 -3.1213  0.38
C6 -2.9000 -3.7942 1.8056  -1.06
C7 -2.5003 -4.1808 0.3913  -0.56
S1 -2.3076 -2.7854 -0.7362  0.48
O3 -1.5565 -1.7384 0.0670  -0.04
C8 -4.0456 -2.2131 -0.7987  -0.90
C9 -4.3523 -1.0734 0.1544  -0.66
H11 -2.6830 -4.6119 2.4928  0.41
H12 -3.9649 -3.5684 1.8805  0.26
H13 -2.3347 -2.9186 2.1280  0.16
H14 -3.2177 -4.8515 -0.0875  0.53
H15 -1.5186 -4.6549 0.3495  0.31
H16 -4.6768 -3.0847 -0.6198  0.52
H17 -4.1952 -1.9019 -1.8333  0.42
H18 -4.1591 -1.3545 1.1882  0.01
H19 -5.4008 -0.7843 0.0637  0.45
H20 -3.7355 -0.2050 -0.0729  0.06
O4 -1.2523 3.7102 -0.7493  -0.50
S2 -0.8024 3.2013 -2.0114  1.11
O5 0.2091 3.9054 -2.7286  -0.67
N1 -0.3728 1.5675 -1.7956  0.19
C10 -1.1670 0.7230 -2.5334  1.05
O6 -1.0253 -0.4914 -2.5319  -0.94
C11 -2.1815 1.4515 -3.3074  -0.53
C12 -3.1162 0.9116 -4.1733  -0.53
C13 -3.9992 1.7821 -4.7968  -0.66
C14 -3.9319 3.1558 -4.5766  -0.59
C15 -2.9785 3.6997 -3.7267  -0.68
C16 -2.1278 2.8140 -3.0955  0.44
H21 -3.1371 -0.1545 -4.3558  0.61
H22 -4.7470 1.3905 -5.4733  0.41
H23 -4.6292 3.8112 -5.0820  0.41
H24 -2.9063 4.7670 -3.5660  0.50
N2 0.2810 1.0003 -0.6585  0.26
P1 0.4808 1.7158 0.7674  0.90
C17 -0.9695 1.9885 1.8153  0.90
C18 -1.3362 3.2371 2.3120  -0.52
C19 -2.4619 3.3641 3.1097  -0.84
C20 -3.2299 2.2476 3.4114  -0.80
C21 -2.8818 1.0065 2.8995  -0.85
C22 -1.7600 0.8732 2.0923  -1.16
C23 1.5765 0.6047 1.6744  0.73
C24 1.2541 0.0470 2.9069  -0.76
C25 2.2072 -0.6831 3.6112  -0.65
C26 3.4914 -0.8171 3.1066  -0.58
C27 3.8212 -0.2432 1.8834  -0.84
C28 2.8684 0.4527 1.1609  -0.20
C29 1.4957 3.2115 0.7303  1.07
C30 1.7929 3.9015 1.9064  -0.54
C31 2.6953 4.9514 1.8842  -0.97
C32 3.3216 5.3042 0.6944  -0.57
C33 3.0561 4.5964 -0.4671  -0.96
C34 2.1516 3.5433 -0.4492  -0.14
H25 -0.7586 4.1143 2.0563  0.58
H26 -2.7435 4.3376 3.4904  0.44
H27 -4.1079 2.3476 4.0369  0.40
H28 -3.4886 0.1390 3.1252  0.46
H29 -1.5044 -0.0947 1.6694  0.33
H30 0.2665 0.1739 3.3293  0.37
H31 1.9465 -1.1221 4.5659  0.46
H32 4.2379 -1.3675 3.6661  0.43
H33 4.8216 -0.3506 1.4838  0.34
H34 3.1090 0.8522 0.1814  0.52
H35 1.3325 3.6108 2.8434  0.55
H36 2.9191 5.4887 2.7967  0.43
H37 4.0328 6.1205 0.6805  0.40
H38 3.5614 4.8499 -1.3896  0.47
H39 1.9901 2.9629 -1.3485  0.47

Calculated total energy in hartree: -7915.37671
LUMO in Eh: -0.0130
Net charge: 0
Gap between HOMO and LUMO in eV: 5.236
Spin multiplicity: 1
E_HOMO in eV: -5.589